Entry 1:
{"formula": "C5H9N", "method": "the ωB97M-V functional and the def2-TZVPD basis", "elements": ["H", "N", "C", "C", "H", "H", "H", "H", "C", "C", "C", "H", "H", "H", "H"], "positions_angstrom": [[1.10646, 1.87802, 1.42580], [0.14769, 1.60767, 1.18234], [0.08844, 1.25791, -0.06924], [-1.19460, 1.39484, -0.84499], [1.01508, 1.26626, -0.70593], [-1.83290, 0.53609, -0.62345], [-1.72747, 2.30249, -0.55449], [-0.97859, 1.40343, -1.91551], [1.59240, -1.23002, -0.92761], [0.69023, -1.32529, -0.11550], [-0.14460, -1.87527, 0.95920], [2.42701, -1.15592, -1.58726], [0.28562, -1.65205, 1.94054], [-0.31965, -2.95250, 0.88743], [-1.15512, -1.45566, 0.94868]], "smiles": "[H]/N=C/C.C#CC", "de_lowest_kcal_mol": 72.4, "lumo_energy_ev": 1.0, "orbital_gap_ev": 10.648, "total_charge": 0, "total_energy_ev": -6817.8560}

***

Entry 2:
{"formula": "C5H9N", "method": "the ωB97M-V functional and the def2-TZVPD basis", "elements": ["C", "C", "N", "H", "H", "H", "C", "C", "C", "H", "H", "H", "H", "H", "H"], "positions_angstrom": [[-2.59936, 0.47985, 0.37776], [-1.60392, 1.28939, 0.10086], [-0.71753, 2.09324, -0.16561], [-3.06393, 0.51625, 1.35590], [-2.97609, -0.21334, -0.36528], [0.21650, 1.73097, 0.04907], [1.98826, 0.19619, 0.60804], [1.02890, -0.69884, 0.37562], [0.68814, -1.25014, -0.97725], [2.59368, 0.59875, -0.20319], [2.21404, 0.54746, 1.61148], [0.43977, -1.07733, 1.21176], [-0.38206, -1.14585, -1.19059], [0.92125, -2.32088, -1.02041], [1.25236, -0.74572, -1.76816]], "smiles": "C=C=N.C=CC", "de_lowest_kcal_mol": 47.4, "lumo_energy_ev": 1.1, "orbital_gap_ev": 10.096, "total_charge": 0, "total_energy_ev": -6818.9381}

***

Entry 3:
{"formula": "C5H9N", "method": "the ωB97M-V functional and the def2-TZVPD basis", "elements": ["C", "C", "C", "C", "C", "N", "H", "H", "H", "H", "H", "H", "H", "H", "H"], "positions_angstrom": [[0.15047, -0.86293, 0.71745], [-2.28078, -0.17678, -0.24198], [-0.79869, -0.20682, -0.19824], [1.40741, -0.07525, -0.20981], [2.26473, 0.87745, 0.31349], [0.03756, 0.43632, -0.96540], [-0.16178, 1.27595, -1.51475], [0.05010, -1.94617, 0.83957], [0.23397, -0.35210, 1.67202], [1.84386, -0.78220, -0.91267], [-2.68878, 0.35494, 0.62235], [-2.66005, 0.28291, -1.15619], [-2.65274, -1.20402, -0.18427], [3.33033, 0.79980, 0.15204], [1.92439, 1.57889, 1.06639]], "de_lowest_kcal_mol": 92.0, "lumo_energy_ev": 0.7, "orbital_gap_ev": 6.681, "total_charge": 0, "total_energy_ev": -6817.0061}